No. 1
78
Properties=species:S:1:pos:R:3 method="wB97M-V/def2-TZVPD" gap_ev="8.988 / 2.180" multiplicity=2 homo_energy_ev="-11.6 / -11.6" charge=+1 lumo_energy_ev="-2.66 / -9.46" fmax_ev_per_a=4.063 s_squared=0.759
F 3.33 1.06 -2.39
C 2.05 -3.63 -0.54
H -0.96 3.91 3.58
H -2.82 -0.39 6.61
H -0.02 -3.45 1.74
H 2.06 -2.31 3.59
H -2.02 1.05 2.92
H -4.98 -2.64 -2.67
F 2.51 0.71 0.01
H 1.10 -1.86 0.04
H -4.06 0.57 4.00
H 0.40 -5.04 -0.22
C -2.54 0.06 5.65
H 2.61 -3.29 -1.41
H -1.96 1.66 6.88
H -2.58 0.41 -0.88
H 3.26 4.58 -4.72
O -3.89 -3.49 0.47
O -3.04 -4.01 -1.86
C 1.73 -2.59 0.55
S 5.19 3.44 -5.35
H 1.27 -5.13 -1.78
H -5.78 -2.33 -1.25
H -3.92 -0.58 -2.80
C -1.85 1.44 5.82
F 0.12 1.36 -0.64
H -1.79 -1.57 -1.82
C 1.02 -3.16 1.87
C -1.12 2.87 3.84
C -1.75 2.07 2.65
O 5.44 4.75 -5.98
H 4.83 1.25 -6.00
F 1.94 2.93 -1.11
H -2.70 2.50 2.32
Cs 5.04 -0.73 -0.34
C -2.24 -1.65 -0.83
F 0.78 1.70 -3.02
H 0.44 -2.78 3.88
H 2.85 -4.21 -0.08
H 0.39 -0.35 3.64
H -0.78 1.26 5.67
H -5.14 0.06 -1.63
H 5.39 2.33 -7.44
C -4.82 -2.12 -1.72
C 0.89 -4.47 -1.00
H 2.58 -1.98 0.85
F 1.39 -0.49 -1.86
H -3.71 -0.46 0.30
H 1.65 2.74 -5.20
C 3.26 2.38 -6.71
H -1.17 2.31 1.76
O 6.24 2.85 -4.45
H -1.81 -0.58 5.14
H -4.63 0.50 5.72
H -0.17 2.38 4.09
C -2.06 2.77 5.10
H -0.16 -0.77 2.01
H -3.07 3.07 4.83
H 1.72 -3.95 2.13
C 3.61 3.56 -4.58
H 3.68 3.50 -3.49
As 1.70 1.28 -1.51
H 2.79 1.54 -7.24
H 1.52 -0.22 2.37
C -3.95 0.11 4.98
H -4.27 -0.92 4.81
C -4.31 -0.63 -1.78
H -1.76 3.51 5.84
C 2.72 2.58 -5.30
C 0.68 -0.82 2.70
H 3.02 3.25 -7.31
C 4.78 2.19 -6.54
C -3.22 -0.45 -0.67
S -3.45 -3.00 -0.91
H -1.51 -1.86 -0.05
H 0.17 -3.86 -1.54
H 2.79 1.55 -4.93
C 1.07 -2.27 3.16

No. 2
173
Properties=species:S:1:pos:R:3 method="wB97M-V/def2-TZVPD" gap_ev=4.795 homo_energy_ev=-10.0 charge=+1 lumo_energy_ev=-5.16 fmax_ev_per_a=5.632
O 0.36 -4.04 1.76
H 4.52 -4.31 -3.30
O 4.96 -2.07 9.16
H -3.08 1.02 4.05
S -1.20 -0.08 -5.89
N -0.81 -1.68 1.99
H 0.63 2.70 -0.99
H 4.54 -1.75 -6.15
H 0.01 -1.23 -0.02
H 5.51 -4.94 8.72
H 4.14 3.88 -8.48
H -4.45 4.39 -6.95
H 2.61 -1.30 2.51
H 2.60 4.32 -9.25
H -5.15 10.29 -7.99
H -2.90 7.04 -4.32
H -3.09 -3.68 2.69
S 0.28 -5.64 -8.04
C -1.95 0.52 2.10
O -1.15 -5.25 -7.90
O -1.15 -4.38 7.42
C -6.50 -1.74 0.90
H -0.33 -7.04 6.72
P 1.08 0.57 1.87
S 0.29 -4.78 7.28
H -2.72 10.93 -5.05
C 3.06 3.78 -8.42
H -0.69 -1.13 -3.79
H 0.02 -6.06 5.28
C 2.49 -0.23 2.87
H 0.22 4.45 -6.19
N -1.84 0.80 -0.22
C -4.30 -0.40 1.68
H 3.03 -3.38 -2.97
O 3.24 -5.94 10.33
H 0.86 0.47 -6.97
H 3.23 0.98 -3.18
H -3.46 10.83 -8.07
C -0.58 -2.01 0.55
H 3.95 -1.49 -4.49
C 0.34 -6.29 6.29
F 2.29 -2.24 0.05
C -2.52 1.52 3.20
O 3.03 3.63 -5.76
C 3.48 -4.15 -3.59
H 7.29 3.08 6.79
S 2.51 4.50 -6.86
S 3.38 -3.67 -5.32
H -1.55 -2.16 -0.03
H -0.23 -4.82 1.77
O 0.93 2.23 2.26
H -8.23 5.13 -6.54
H -3.48 4.05 -1.93
H 0.03 -6.85 -10.07
H -1.88 3.89 -1.17
C 0.17 -3.46 0.46
C 0.76 4.12 -7.08
H 2.79 2.73 -8.46
H -3.25 2.25 2.71
H 6.12 -1.78 6.46
H -6.67 -2.87 0.99
H 4.59 -1.36 5.67
H 3.44 0.35 2.59
H -0.48 -4.19 -0.14
C -7.15 -1.08 2.19
H -6.92 0.04 2.21
H 0.79 1.15 -5.32
C 5.06 -5.77 12.27
N -2.79 -0.60 1.62
H -7.24 -2.90 3.56
O -1.37 1.51 -1.05
H -4.42 -2.51 0.77
H 2.14 -1.32 8.67
H -5.80 3.23 -6.96
O -1.91 1.19 -6.25
C -7.87 4.61 -5.65
H 3.81 3.02 5.19
H 6.61 -4.74 10.11
Br 0.42 -2.36 4.88
C 0.78 -6.45 -6.50
H -5.74 -1.90 3.83
O -0.61 6.05 -2.73
S 4.45 -1.20 8.05
H 2.92 -5.08 -3.46
C 6.59 2.77 7.57
H -0.33 -7.88 -8.66
H 2.33 -1.10 6.92
C -2.40 4.19 -2.07
O 5.68 0.87 5.93
H 2.61 -2.70 7.66
H 1.37 -7.50 -9.09
H -5.97 4.81 -7.77
H 4.32 -5.74 13.07
H 0.08 -7.25 -6.26
C -5.53 4.28 -6.92
H 3.06 2.57 -3.98
H 1.79 -6.85 -6.61
H 1.05 2.38 3.22
H 4.59 2.13 -3.19
C 1.53 -3.32 -0.37
H 0.83 2.89 -2.75
H -1.91 9.35 -4.90
H 0.80 -4.78 9.60
H -4.78 -1.12 -0.35
F 2.27 -4.51 -0.29
C -4.93 -1.50 0.72
H -2.05 3.59 -2.91
S -3.82 9.23 -6.32
H 0.63 3.04 -7.20
H 0.10 -6.34 9.10
O -3.32 8.12 -7.18
C -2.39 10.05 -5.59
H -8.29 -1.15 2.05
O 0.16 0.83 5.08
H -0.97 0.63 -3.61
C 0.57 0.27 -5.93
C 5.04 -1.90 6.50
H -7.34 -1.23 4.41
C -3.00 6.03 -3.92
H -4.05 5.82 -3.71
H 0.77 -5.71 -5.70
O -1.64 1.43 0.98
H -8.43 4.95 -4.78
H 2.28 -0.22 3.99
H 1.07 1.29 -1.98
C 5.76 -5.30 9.72
H 6.25 3.64 8.13
H 7.08 2.07 8.24
S -6.13 5.02 -5.38
F 1.14 -3.14 -1.72
H -7.99 3.54 -5.76
C 2.71 -1.62 7.79
S 5.16 1.95 6.83
P -0.69 -0.44 4.32
C 4.42 -2.20 -5.16
H -2.61 5.31 -4.64
H 0.22 0.59 6.03
H 1.81 -5.95 8.72
C -0.57 -0.26 2.40
H 4.40 4.18 6.40
S 4.33 -5.03 10.79
H 5.34 -6.80 12.07
C -6.84 -1.83 3.56
C 3.50 2.03 -3.14
H -1.69 2.17 3.65
H 5.41 -2.48 -4.78
H -3.07 -2.51 3.99
H -7.10 -1.40 0.00
H 5.49 3.60 5.11
H 1.36 -6.67 6.27
C 1.19 2.36 -1.86
H 4.79 -2.96 6.45
H -4.57 -0.49 2.77
N -2.88 -2.73 3.00
H 5.94 -5.19 12.57
C 0.80 -5.54 8.82
O 3.42 1.89 -0.48
C -2.27 -1.78 2.27
H -4.48 0.63 1.23
C -4.29 10.59 -7.40
C 4.67 3.33 5.78
O 4.15 -4.68 -6.11
C -1.31 -0.28 -4.10
C 0.35 -7.12 -9.06
H 5.99 -6.36 9.68
H -4.55 11.46 -6.80
H -1.68 10.32 -6.37
H -2.35 -0.47 -3.84
S 2.93 2.76 -1.60
H 0.38 4.65 -7.95
S -2.06 5.93 -2.38
O -5.64 4.16 -4.26
H 1.12 -0.60 -5.56

No. 3
136
Properties=species:S:1:pos:R:3 method="wB97M-V/def2-TZVPD" gap_ev=8.923 homo_energy_ev=-9.6 charge=0 lumo_energy_ev=-0.67 fmax_ev_per_a=6.382
N 3.33 2.43 -1.09
C 6.07 -0.60 0.54
C -4.21 -6.15 -0.42
H 0.70 0.19 -6.76
C -0.34 -1.82 3.54
N 0.55 4.74 -1.81
H -3.24 4.59 1.92
H 0.75 -3.38 -0.57
H -2.35 -0.45 3.72
H 2.52 0.61 4.48
C 0.38 -0.52 -6.00
O 1.13 4.07 -2.61
H 2.19 -3.64 0.41
C -3.88 -2.26 -2.32
C 3.24 6.78 -0.13
H -0.60 6.79 -0.48
H 3.74 -1.77 2.04
C -1.58 0.15 3.25
H -1.45 1.79 -2.14
C -5.24 -5.19 -0.47
O 0.01 5.15 2.34
H 3.70 -2.14 3.78
H 6.06 -3.82 -0.34
O -3.34 -2.98 3.19
H 4.35 1.00 2.83
C -3.75 -0.61 -0.57
H -6.08 -3.44 0.48
H -0.02 1.18 -3.02
H -0.95 -2.28 4.35
N 2.09 -2.69 -3.44
C 3.47 1.66 2.87
C -3.28 -6.14 0.60
H -2.45 -4.93 2.17
C -1.10 1.12 -2.96
C -2.89 4.42 0.91
H 3.22 -0.79 -1.11
H -1.74 0.09 2.17
O -0.61 4.55 -1.50
C 2.25 3.49 1.90
H -5.39 -1.78 -3.81
C 1.01 0.53 0.72
H 4.24 2.93 1.30
H 0.47 8.23 1.15
H 2.37 -0.78 -5.30
C 2.47 7.57 0.68
H -1.69 -0.44 -6.57
O 6.37 1.63 1.18
C 3.14 1.88 -2.06
N -4.25 -2.94 2.39
C 1.07 7.56 0.60
C 2.41 1.38 3.75
C -1.81 1.52 -4.21
C 6.54 -1.89 0.47
C 4.84 -0.20 0.09
H 1.13 -3.32 3.79
C -4.27 -4.09 1.44
O -1.65 -2.32 0.51
C 2.86 1.24 -3.35
H -4.17 1.24 2.81
H -5.39 1.47 4.16
C 1.35 -1.15 -5.26
H -2.31 -2.27 -5.07
C 2.65 5.84 -0.99
O 3.18 -2.16 -3.44
H -4.20 -6.91 -1.18
H 7.49 -2.15 0.89
H 2.06 0.72 0.94
C 1.20 3.21 2.79
C -0.93 -0.89 -5.91
N 0.92 -0.86 -1.47
H 3.22 5.21 -1.64
H -1.40 0.13 -2.68
C -6.20 1.37 2.22
H 0.40 1.43 0.52
C -0.33 -2.52 -4.21
H -3.67 4.52 0.18
O 1.84 -3.61 -2.69
C 0.99 -2.12 -4.32
C 5.71 -2.81 -0.16
H -0.68 -3.21 -3.48
C 0.45 6.67 -0.28
H -6.19 0.05 -2.88
C 0.42 -4.52 1.17
H -5.99 -5.20 -1.25
C -3.29 -5.08 1.52
N -0.07 4.04 2.81
C -3.31 -1.77 -1.14
H -5.23 -0.09 3.37
H 2.98 8.20 1.39
H 3.97 -3.13 -1.35
C -4.79 0.09 -1.14
C -4.90 -1.53 -2.89
C 1.26 -4.10 0.08
C -5.37 -0.38 -2.31
H -2.49 -6.87 0.71
C -1.31 -1.90 -5.00
H -2.08 5.13 0.65
N -2.17 -2.58 -0.58
O -1.07 3.59 3.29
C 3.40 2.71 1.97
N -0.20 -5.04 1.97
C 4.55 -2.41 -0.77
C -2.39 3.03 0.72
C 1.25 5.79 -1.02
N 6.78 0.49 1.30
H -1.61 1.18 3.60
O -1.83 -3.54 -1.24
N -2.34 1.90 -5.14
O 7.77 0.13 1.88
H 0.44 2.03 4.37
H -3.56 -3.17 -2.76
O -5.03 -2.02 2.29
O -0.35 -0.37 3.64
H 2.89 1.92 -4.20
H -3.30 -0.27 0.33
C 1.28 2.16 3.69
H -0.75 -2.20 2.59
H 3.55 0.39 -3.57
C -5.17 0.99 3.20
H 1.86 0.83 -3.22
H 4.33 6.90 -0.03
C -5.29 -4.19 0.49
C 1.08 -2.23 3.80
H 0.56 -0.02 1.55
O 1.96 -1.82 2.74
H 2.17 4.31 1.21
C 3.22 -2.32 2.81
H 1.56 -4.99 -0.46
C 0.90 -0.26 -0.49
N -7.04 1.56 1.46
H 1.45 -1.84 4.75
H -5.12 1.02 -0.77
H 4.50 0.83 0.09
H 3.35 -3.40 2.72
C 4.12 -1.11 -0.63
N -2.07 2.00 0.47

No. 4
85
Properties=species:S:1:pos:R:3 method="wB97M-V/def2-TZVPD" gap_ev=9.445 smiles="COC[C@H](C)N.COC[C@H](C)N.NC(N)=O.NC(N)=O.NC(N)=O.NC(N)=O.NC(N)=O.NC(N)=O.O" homo_energy_ev=-9.1 charge=0 lumo_energy_ev=0.31 fmax_ev_per_a=8.177
H 2.81 0.71 -8.54
H 0.23 -7.94 5.18
C 3.66 -6.31 3.69
N 5.97 -2.63 -0.25
C -0.57 0.19 0.14
H 5.62 -5.50 4.04
N 1.51 -1.57 8.77
C 5.74 -1.38 0.03
C 0.89 -1.08 7.70
O 0.61 -1.80 6.73
O 0.27 6.09 -3.34
H 2.23 1.10 -5.30
H 1.10 -0.68 0.86
H -8.24 2.59 -4.28
N -7.62 1.91 -4.70
O 1.33 -7.24 3.61
H 4.81 -6.01 5.53
H 2.37 -6.97 5.40
H -0.54 -0.45 2.13
H -1.52 7.63 -6.24
H -8.20 1.87 2.76
H -0.47 -8.25 3.60
H -6.94 1.23 1.69
H 5.37 -0.37 1.65
C 0.47 -8.24 4.16
H -8.23 1.47 4.74
N -1.06 -0.10 1.33
C 0.25 6.22 -1.95
H 5.00 -2.00 1.89
H 2.81 3.92 -2.79
O 5.98 -0.44 -0.70
H 0.77 0.05 -5.31
O -5.92 -0.10 3.38
C -0.97 5.54 -5.40
N 5.30 -1.29 1.24
H 1.29 6.28 -1.63
O 3.40 3.19 -2.99
H -4.77 1.07 -3.78
H -1.41 4.73 -3.41
H -0.33 6.66 -7.14
H 1.79 -2.54 8.72
H 5.53 -3.31 0.35
H -7.06 0.44 5.51
H -0.07 0.61 7.15
H -2.07 -0.12 1.40
H 0.81 -9.27 4.12
C 1.44 0.58 -7.04
H -1.96 4.81 -6.98
C 2.59 -7.21 4.36
H 1.22 0.08 -0.71
H 3.18 -4.75 4.86
C -0.75 6.86 -6.15
H 2.20 -5.02 3.82
C -6.49 1.92 -3.95
H 6.20 -2.86 -1.21
H 3.71 -6.63 2.65
H 4.22 3.61 -3.26
N 0.66 -0.22 0.08
N 1.48 0.60 -5.76
H -0.14 4.89 -5.65
N 2.53 1.00 -7.61
N -7.39 1.30 2.59
H -0.28 7.15 -1.73
H -0.16 5.31 -1.50
O -6.48 2.47 -2.83
N -2.16 5.03 -6.01
N 0.44 0.07 7.84
H 0.12 7.33 -5.71
N 3.21 -4.97 3.88
O -1.24 0.60 -0.79
H -5.56 0.64 -5.30
H -2.26 4.11 -5.61
H 3.14 -8.16 4.40
H -7.87 1.35 -5.49
H 0.86 0.60 8.59
C 4.98 -6.27 4.48
N -7.39 0.90 4.68
N -5.49 1.23 -4.48
H 1.80 -1.12 9.62
C -1.05 5.66 -3.85
H 5.52 -7.21 4.51
H 3.20 1.28 -6.90
C -6.81 0.62 3.56
O 0.52 0.05 -7.63
H -1.69 6.47 -3.52

no.,energy (a.u.)
1,-4740.56428
2,-11299.82737
3,-3726.10033
4,-2005.98707